{"formula": "C2H7FN5", "method": "wB97M-V/def2-TZVPD", "homo_ha": -0.503, "gap_ha": 0.3591, "total_charge": 1, "e_above_lowest_kcal_mol": 44.6, "spin_multiplicity": 1, "species": ["C", "C", "N", "N", "N", "N", "N", "F", "H", "H", "H", "H", "H", "H", "H"], "coordinates": [[-2.0097, 0.1867, -0.0916], [0.9560, -0.0060, 0.0784], [-2.0934, 1.1350, -0.8471], [1.1695, 1.2632, -0.1809], [1.6283, -0.6715, 0.9911], [-2.4557, -0.9098, 0.2518], [0.1846, -0.7505, -0.7819], [-1.6328, -1.6764, 1.0202], [-1.9893, 2.0915, -0.7517], [1.8439, 1.6607, 0.4392], [0.4605, 1.7898, -0.6182], [2.0911, -0.1646, 1.7375], [1.5780, -1.7404, 1.2219], [0.1020, -1.8125, -0.6936], [0.1670, -0.3951, -1.7750]], "atomic_forces_ev_per_a": [[-1.78, 1.52, -1.65], [-0.50, -3.74, -2.40], [1.51, -1.99, -0.25], [0.66, -0.46, 1.07], [0.61, -2.11, 2.42], [-0.91, -0.46, 0.90], [0.82, -0.43, -1.12], [0.87, -0.77, 0.48], [-0.53, 2.04, 0.71], [0.13, 1.04, -0.03], [-0.55, 0.77, -0.55], [-0.10, -0.02, -0.14], [-0.24, 2.90, -1.18], [0.26, 2.33, 0.09], [-0.26, -0.60, 1.66]], "nbo_charge": [0.56, 0.67, -0.64, -0.74, -0.75, -0.11, -0.80, -0.23, 0.41, 0.42, 0.43, 0.42, 0.46, 0.45, 0.44]}